63
Properties=species:S:1:pos:R:3 method="wB97M-V/def2-TZVPD" e_tot_ha=-1829.61969 largest_force_ev_per_a=4.0 e_homo_ev=-4.32 e_lumo_ha=-0.0017
Pb 0.1187 0.1477 0.0279
Si 0.1477 -2.3266 -1.3969
P 0.5539 1.2774 -2.2959
N -1.9194 0.1173 -0.2104
H 0.6772 1.7470 0.7609
C 0.8536 3.0512 -2.0785
H 1.0014 3.4735 -3.0926
H 1.7516 3.1949 -1.4474
H -0.0221 3.5102 -1.5809
C 1.9845 0.5634 -3.1463
H 2.1226 1.1784 -4.0557
H 1.7888 -0.4922 -3.4075
H 2.8735 0.6168 -2.4908
C -0.9048 1.0698 -3.3572
H -0.6756 1.6016 -4.3004
H -1.7869 1.5043 -2.8517
H -1.0912 -0.0053 -3.5318
C 1.9141 -3.0503 -1.5094
H 2.3125 -3.2477 -0.4987
H 2.5948 -2.3761 -2.0575
H 1.8115 -4.0043 -2.0563
H -0.7134 -3.3416 -0.6915
H -0.3286 -2.1011 -2.8155
C -3.1922 -0.0127 -0.4482
C -5.4314 0.8449 -0.0955
C -4.0913 0.9484 0.1502
C -3.7010 -1.0650 -1.2973
C -5.0459 -1.1401 -1.5242
C -5.9076 -0.1943 -0.9270
H -6.1251 1.5814 0.3660
H -3.6138 1.7171 0.7684
H -2.9502 -1.7567 -1.7127
H -5.4447 -1.9466 -2.1752
H -6.9845 -0.2690 -1.1151
C 3.3036 -0.1789 0.7243
O 2.3572 -0.6049 0.0183
C 3.1203 0.5183 2.0438
H 4.0176 1.0857 2.3436
H 2.9604 -0.2352 2.8343
H 2.2579 1.2104 2.0499
C 4.6779 -0.4913 0.2478
H 5.2390 0.4463 0.0802
H 4.5447 -1.0412 -0.6995
H 5.1676 -1.1363 1.0014
O -0.2030 -0.5309 2.1255
C -0.2601 -0.5601 3.3792
C 0.9193 -0.8758 4.2329
C 1.3705 0.3519 5.0117
C 0.5786 0.4004 6.3170
C -0.9442 0.5531 6.1983
C -1.6763 -0.5088 5.3774
N -1.4358 -0.2897 3.9557
H 0.6088 -1.6622 4.9470
H 1.6976 -1.2055 3.5509
H 2.4536 0.2869 5.2143
H 1.2295 1.2764 4.4202
H 0.7984 -0.5332 6.8594
H 0.9504 1.2390 6.9164
H -1.3699 0.4958 7.2068
H -1.1898 1.5475 5.7936
H -1.2926 -1.5097 5.6410
H -2.7602 -0.4650 5.5435
H -2.2043 -0.1679 3.3078



66
Properties=species:S:1:pos:R:3 method="wB97M-V/def2-TZVPD" e_tot_ha=-2062.17797 charge=+1 largest_force_ev_per_a=2.1 e_homo_ev=-11.14 e_lumo_ha=-0.0990
C 0.3154 4.1236 2.0680
C -1.0137 3.8467 1.8938
C -1.6795 2.5059 2.2121
C -0.6673 1.4074 2.2833
C -0.4436 0.5909 3.3320
N 0.5942 -0.2332 2.9571
C 1.0017 0.0563 1.7266
C 2.1464 -0.6759 1.0967
C 2.8827 -0.0062 -0.0572
N 3.3579 1.3358 0.2618
N 0.2280 1.0517 1.2840
N 0.2900 1.6470 0.0197
C -0.2940 0.7623 -1.0340
C 0.2848 1.1815 -2.3883
C -0.4325 2.4379 -2.9252
H 0.9187 4.3545 1.1911
H 0.8074 4.1402 3.0389
H -1.6310 4.6428 1.4760
H -2.4699 2.3137 1.4887
H -2.1099 2.5622 3.2201
H -0.9370 0.5724 4.2864
H 0.9954 -0.9582 3.5372
H 2.8796 -0.8206 1.8957
H 1.8096 -1.6743 0.8090
H 3.7654 -0.6248 -0.2388
H 2.3004 -0.0721 -0.9809
H 2.7233 1.8262 0.8791
H 3.3887 1.9029 -0.5761
H -0.3111 2.4641 0.0600
H -0.0686 -0.2780 -0.8032
H -1.3811 0.8853 -1.0708
H 0.2459 0.3491 -3.0859
H 1.3221 1.4527 -2.1828
H 0.2432 3.2920 -2.9811
H -0.8333 2.2643 -3.9200
H -1.2519 2.7285 -2.2636
C 0.4865 -3.2982 7.2088
C 0.2065 -4.7192 6.7008
C 0.8483 -4.8455 5.3126
S 2.2408 -3.7083 5.3029
O 1.9837 -2.6625 4.3276
O 3.4734 -4.4404 5.2718
C 1.9669 -3.0435 6.9409
H 0.2505 -3.1912 8.2656
H -0.1230 -2.5806 6.6535
H 0.6559 -5.4438 7.3813
H -0.8603 -4.9299 6.6578
H 1.2189 -5.8479 5.1155
H 0.1648 -4.5427 4.5214
H 2.2415 -1.9912 6.9564
H 2.5984 -3.6049 7.6280
C -3.2243 0.1102 -8.1836
C -1.8742 0.7164 -8.5895
C -1.3292 1.4777 -7.3738
S -2.0119 0.6585 -5.9260
O -2.8925 1.5744 -5.2440
O -0.9581 -0.0249 -5.2117
C -2.9989 -0.5355 -6.8197
H -3.5776 -0.6164 -8.9128
H -3.9752 0.8987 -8.1023
H -1.1838 -0.0834 -8.8631
H -1.9693 1.3747 -9.4509
H -0.2442 1.4430 -7.3175
H -1.6690 2.5114 -7.3571
H -3.9170 -0.7281 -6.2697
H -2.4120 -1.4496 -6.9044



68
Properties=species:S:1:pos:R:3 method="wB97M-V/def2-TZVPD" e_tot_ha=-1894.82600 charge=-1 largest_force_ev_per_a=1.4 e_homo_ev=-4.88 e_lumo_ha=0.0780
C 6.2476 1.2871 2.7309
C 5.0892 1.0210 1.7724
O 3.8604 0.9977 2.5089
P 3.0157 -0.3496 2.3660
O 3.8161 -1.5757 2.2516
C 1.8631 -0.1004 1.0072
C 0.5598 0.6358 1.4132
C -0.6927 -0.1373 1.0179
C -2.0222 0.3753 1.6258
N -2.5177 -0.6116 2.6147
C -1.9283 1.7749 2.2476
C -3.2201 2.2709 2.8306
O -3.4062 3.4444 3.0877
C -3.0536 0.4722 0.4677
O -3.3658 1.6231 0.0546
O -3.4785 -0.6155 0.0328
O 2.1971 -0.3770 3.7437
C 1.2732 -1.4692 3.8160
C 0.6969 -1.4853 5.2328
H 5.8259 1.4210 3.7190
H 6.7628 2.2122 2.5023
H 6.9590 0.4711 2.7819
H 5.2414 0.1324 1.1724
H 5.0399 1.8572 1.0809
H 1.6489 -1.0312 0.5025
H 2.3567 0.5488 0.2926
H 0.5476 0.8612 2.4749
H 0.5382 1.5945 0.9091
H -0.7867 -0.1014 -0.0608
H -0.6239 -1.1894 1.2730
H -2.1519 -0.3242 3.5169
H -3.5253 -0.5783 2.6658
H -1.2129 1.7838 3.0766
H -1.5902 2.5145 1.5369
H -4.0173 1.5399 3.0547
H 0.4477 -1.3471 3.1220
H 1.7626 -2.4174 3.6341
H -0.2649 -0.9921 5.2825
H 1.3882 -0.9432 5.8676
H 0.6309 -2.4963 5.6140
O -7.5645 0.5533 -5.9633
C -6.8171 0.8611 -5.0702
O -5.5486 0.4447 -5.1060
C -4.5386 0.9364 -4.2009
C -4.5059 0.1723 -2.8984
C -7.3043 1.6344 -3.8658
H -4.6586 2.0095 -4.0440
H -3.5967 0.8033 -4.7315
H -5.4358 0.2764 -2.3420
H -3.6980 0.5240 -2.2591
H -4.3610 -0.8924 -3.0844
H -7.6950 0.9323 -3.1318
H -8.1077 2.2918 -4.1908
H -6.5422 2.2559 -3.4030
O 1.2322 -1.3823 -1.4863
C 2.2711 -1.6546 -2.0137
O 3.2277 -0.7050 -2.0943
C 4.5656 -0.9805 -2.5046
C 4.7142 -0.9218 -4.0109
C 2.5044 -2.9988 -2.6629
H 4.9114 -1.9285 -2.0905
H 5.1728 -0.2011 -2.0457
H 4.1101 -1.6830 -4.5048
H 5.7559 -1.0685 -4.2988
H 4.3822 0.0466 -4.3851
H 2.1341 -2.9640 -3.6865
H 1.9369 -3.7407 -2.1075
H 3.5447 -3.3176 -2.6586



80
Properties=species:S:1:pos:R:3 method="wB97M-V/def2-TZVPD" e_tot_ha=-10155.70712 largest_force_ev_per_a=2.9 e_homo_ev="-8.31 / -9.37" multiplicity=2 e_lumo_ha="0.0107 / 0.0106"
C 0.8159 1.5474 -3.7694
C 1.0946 0.3566 -2.7759
C 1.0268 -0.9393 -3.6662
C -0.1258 0.2817 -1.7993
C 0.2317 -0.7143 -0.6675
O -0.9000 -0.8767 0.2121
C 1.3932 -0.0246 0.1902
C 2.3143 0.8809 -0.7018
C 3.7737 0.7392 -0.1122
C 1.9729 2.4076 -0.5496
N 2.4043 0.4443 -2.1056
O 3.1378 -0.5970 -2.2668
H 1.3809 2.4547 -3.4965
H -0.2630 1.7627 -3.8484
H 1.1849 1.2230 -4.7587
H 1.7893 -0.8300 -4.4507
H 1.1279 -1.8614 -3.0750
H 0.0201 -0.9784 -4.1259
H -0.4833 1.2561 -1.4320
H -0.9618 -0.1694 -2.3718
H 0.4988 -1.7188 -1.0345
H -0.6639 -1.4667 0.9335
H 0.8576 0.6603 0.8732
H 1.9417 -0.7421 0.8219
H 3.7555 1.2565 0.8642
H 4.5411 1.1324 -0.7926
H 3.9439 -0.3286 0.1099
H 1.6671 2.6048 0.4997
H 2.9279 2.9574 -0.6836
H 1.2469 2.7537 -1.3005
C -3.2409 1.2825 -0.1212
Cl -3.9456 1.9270 -1.6097
Cl -1.9903 2.3547 0.5183
H -4.0242 1.1753 0.6219
H -2.7936 0.3151 -0.3321
C 2.7096 -3.7080 0.7392
Cl 1.2217 -3.4739 1.6687
Cl 2.3662 -4.2926 -0.8915
H 3.2320 -2.7583 0.6682
H 3.3307 -4.4362 1.2506
C 1.2819 3.3670 -6.9994
Cl -0.2597 2.5351 -6.7737
Cl 1.2906 4.9441 -6.2010
H 2.0736 2.7560 -6.5765
H 1.4504 3.5101 -8.0616
C -0.3563 -2.7816 5.1339
Cl -0.7459 -1.7745 6.5331
Cl -1.1325 -2.1741 3.6657
H 0.7197 -2.7804 4.9877
H -0.7067 -3.7928 5.3202
C -4.1416 -0.2347 4.6604
Cl -4.4793 0.9474 3.3901
Cl -5.6347 -0.8510 5.3813
H -3.5923 -1.0659 4.2299
H -3.5479 0.2407 5.4342
C 1.2284 3.2680 3.4917
Cl 1.2511 4.3012 2.0553
Cl 2.2389 1.8327 3.2885
H 1.6024 3.8393 4.3354
H 0.2063 2.9537 3.6787
C -1.6040 -0.8612 -8.4082
Cl -0.6877 -0.3950 -9.8462
Cl -0.5523 -1.0388 -6.9995
H -2.3420 -0.0934 -8.1993
H -2.0972 -1.8086 -8.5989
C -6.9463 -2.9915 2.6767
Cl -6.8135 -1.8770 1.3114
Cl -6.0183 -4.4709 2.3971
H -6.5615 -2.5015 3.5648
H -7.9902 -3.2530 2.8162
C -1.6818 -6.8198 6.0208
Cl -0.5535 -5.6899 6.7814
Cl -2.8018 -5.9796 4.9423
H -1.1163 -7.5448 5.4448
H -2.2498 -7.3223 6.7967
C 4.4560 6.3692 2.1053
Cl 6.2137 6.3229 1.9295
Cl 3.9676 6.1604 3.7911
H 4.0933 7.3291 1.7527
H 4.0225 5.5680 1.5150



75
Properties=species:S:1:pos:R:3 method="wB97M-V/def2-TZVPD" e_tot_ha=-2771.18868 charge=+1 largest_force_ev_per_a=0.4 e_homo_ev=-9.89 e_lumo_ha=-0.0619
Tl -0.1183 0.3892 -0.8192
C -3.8404 -3.1345 2.2691
N -3.2313 -2.6317 1.0468
C -3.8860 -2.3917 -0.1286
C -2.9457 -1.9014 -0.9913
N -1.7306 -1.8314 -0.3706
C -1.9239 -2.2766 0.8543
P -0.6814 -2.5065 2.1651
C -0.4206 -0.7779 2.6615
N -0.3012 0.2569 1.8643
C -0.1315 1.3505 2.6596
C -0.1619 0.9677 3.9724
N -0.3517 -0.3890 3.9695
C -0.4645 -1.2271 5.1553
C 0.8085 -2.7627 1.1550
N 1.4242 -1.8844 0.3869
C 2.4860 -2.5387 -0.1690
C 2.5135 -3.8331 0.2734
N 1.4461 -3.9706 1.1139
C 1.0756 -5.1900 1.8184
H -4.8796 -3.3744 2.0642
H -3.8076 -2.3815 3.0561
H -3.3301 -4.0323 2.6114
H -4.9397 -2.5825 -0.2422
H -3.0737 -1.6058 -2.0201
H -0.0144 2.3380 2.2422
H -0.0750 1.5268 4.8883
H -0.2513 -0.6170 6.0287
H 0.2497 -2.0461 5.1182
H -1.4682 -1.6375 5.2505
H 3.1471 -2.0408 -0.8618
H 3.1820 -4.6515 0.0665
H 1.7174 -5.9959 1.4743
H 0.0415 -5.4546 1.6096
H 1.2024 -5.0719 2.8932
N 2.5744 0.7156 0.2794
N 3.1714 1.9621 0.5136
C 2.5866 3.0826 0.0413
N 3.2786 4.2236 0.1324
N 1.3811 2.9010 -0.4810
N 0.7270 3.9632 -1.0244
O 1.1243 5.1244 -0.8930
O -0.2863 3.6808 -1.6349
H 2.7746 0.0859 1.0431
H 2.8725 0.3356 -0.6201
H 4.1529 2.0054 0.7424
H 4.1482 4.2648 0.6323
H 2.7844 5.0672 -0.1259
C 1.8356 -1.0421 -4.8961
P 2.6920 0.2101 -3.9323
C 2.0764 1.7889 -4.5280
C 4.4234 0.1135 -4.4101
O 2.4905 0.0392 -2.4585
H 1.9815 -0.8901 -5.9659
H 0.7716 -0.9934 -4.6630
H 2.2111 -2.0259 -4.6138
H 2.2075 1.8874 -5.6060
H 2.6032 2.5977 -4.0212
H 1.0160 1.8574 -4.2805
H 4.5640 0.2462 -5.4830
H 4.8046 -0.8636 -4.1121
H 4.9753 0.8849 -3.8730
C -3.1999 4.0006 0.5418
P -2.7624 2.2462 0.2059
C -4.0649 1.4252 1.2173
C -3.4880 2.0706 -1.4746
H -4.2488 4.1947 0.3060
H -2.5699 4.6633 -0.0533
H -3.0310 4.2192 1.5972
H -5.0613 1.7788 0.9433
H -3.8897 1.6454 2.2726
H -4.0204 0.3431 1.0813
H -4.5432 2.3509 -1.4838
H -3.3903 1.0378 -1.8152
H -2.9378 2.7116 -2.1660



66
Properties=species:S:1:pos:R:3 method="wB97M-V/def2-TZVPD" e_tot_ha=-2252.72128 charge=+4 largest_force_ev_per_a=8.5 e_homo_ev="-17.40 / -19.39" multiplicity=5 e_lumo_ha="-0.3898 / -0.4972"
P -1.9387 2.7828 1.4348
C -1.5998 3.3100 3.1057
H -2.1302 4.2651 3.2595
H -0.5363 3.4913 3.3292
H -2.0007 2.5669 3.8185
C -1.0799 3.7163 0.1952
H -1.4245 3.3392 -0.7896
H 0.0106 3.5566 0.3370
H -1.3600 4.7827 0.3230
C -3.6945 2.5642 1.2369
H -4.0939 3.5921 1.2206
H -4.0989 1.9809 2.0858
H -3.8767 2.0403 0.2825
P -2.1130 -3.6509 1.1712
C -1.5271 -4.1351 2.8135
H -1.6748 -5.2093 2.9740
H -2.0714 -3.5250 3.5511
H -0.4697 -3.8689 2.8786
C -3.7682 -4.4062 0.9297
H -4.0256 -4.2250 -0.1258
H -4.5035 -3.8416 1.5285
H -3.8001 -5.4891 1.1467
C -1.1884 -4.7631 0.0099
H -1.2424 -5.8236 0.3337
H -0.1325 -4.4321 -0.0920
H -1.6568 -4.6526 -0.9873
P 3.5567 -0.2556 -1.4172
C 4.9255 -0.2709 -0.2016
H 5.7202 0.4298 -0.5281
H 5.3983 -1.2706 -0.1130
H 4.5808 0.0499 0.8050
C 3.9740 -1.5358 -2.6254
H 4.9516 -1.2882 -3.0648
H 3.2266 -1.5906 -3.4243
H 4.0525 -2.5244 -2.1355
C 3.3008 1.4480 -1.9290
H 4.2965 1.9158 -1.9126
H 2.6316 1.9541 -1.2091
H 2.8755 1.4736 -2.9458
Pd -1.3573 -0.4502 -2.3597
C -1.4047 1.0443 1.2318
O -1.0684 -0.0607 1.0732
C 2.0396 -0.7746 -0.6459
O 1.0939 -1.2053 -0.1146
C -1.1455 -1.3164 -4.2227
C -0.7704 0.0415 -4.2593
C -1.6428 1.0260 -3.7504
C -2.9020 0.6291 -3.2943
C -3.2574 -0.7095 -3.2362
C -2.3949 -1.6796 -3.7239
H -0.4440 -2.0995 -4.4883
H 0.2742 0.2517 -4.4732
H -1.3378 2.0523 -3.6303
H -3.6371 1.3285 -2.9185
H -4.2363 -1.0099 -2.8781
H -2.7158 -2.7165 -3.7164
N 3.4467 2.5897 3.8099
C 2.2655 2.7799 2.9468
C 2.2798 1.5433 2.0207
O 3.2494 0.7429 2.2546
O 1.4146 1.4480 1.1161
H 4.0330 1.8426 3.3312
H 3.0872 2.1966 4.6801
H 3.9356 3.4772 4.0145
H 1.3624 2.8019 3.5697
H 2.3384 3.7256 2.3937



64
Properties=species:S:1:pos:R:3 method="wB97M-V/def2-TZVPD" smiles="COC(=O)OC.C1CCOC1.C1CCOC1.C1CCOC1.C1CCOC1" e_tot_ha=-1273.19122 largest_force_ev_per_a=3.8 e_homo_ev=-9.10 e_lumo_ha=0.0173
C -0.5853 2.8986 2.8302
O 0.4715 2.8986 1.9302
C 1.4436 2.0138 1.9802
O 1.5188 1.0927 2.7991
O 2.1788 2.1480 0.9247
C 3.3064 1.2287 0.7231
H -1.0319 3.8822 2.9757
H -0.2606 2.5304 3.8035
H -1.3538 2.2049 2.4892
H 4.1340 1.6738 0.1707
H 3.0889 0.3858 0.0672
H 3.6781 0.7974 1.6526
C -3.3281 1.4083 -2.4051
C -2.1779 1.6333 -3.3562
C -2.7818 2.6908 -4.2741
O -4.2184 2.5332 -4.2045
C -4.5666 1.5513 -3.3067
H -3.2979 2.2008 -1.6574
H -3.2458 0.5150 -1.7860
H -2.0099 0.6664 -3.8307
H -1.3064 1.8231 -2.7296
H -2.4470 2.7591 -5.3091
H -2.4867 3.6486 -3.8456
H -4.6525 0.6440 -3.9046
H -5.5296 1.5790 -2.7968
C 0.6133 -0.4532 -0.5431
C 0.9338 0.8627 -1.3603
C -0.1048 1.7701 -0.8012
O -1.1887 0.9330 -0.5240
C -0.8056 -0.3089 -0.0310
H 1.2556 -0.5665 0.3302
H 0.8372 -1.2439 -1.2592
H 0.7283 0.8000 -2.4289
H 1.9437 1.2647 -1.2787
H -0.4388 2.5887 -1.4388
H 0.0637 2.2542 0.1607
H -1.4809 -1.1142 -0.3200
H -0.9372 -0.3192 1.0510
C -0.1604 -1.0472 3.4944
C -1.2924 -1.6467 2.6778
C -2.4557 -0.7721 3.1012
O -1.9799 0.1865 4.0734
C -0.6350 0.3993 3.8085
H 0.7227 -0.8626 2.8828
H 0.0339 -1.5915 4.4186
H -1.3852 -2.6663 3.0518
H -1.2300 -1.7643 1.5960
H -3.2853 -1.3686 3.4808
H -2.7963 -0.0948 2.3180
H -0.1235 1.0053 4.5563
H -0.5624 1.0859 2.9651
C 3.3123 -4.0636 -0.1550
C 2.1197 -3.1382 -0.5255
C 2.4586 -2.4301 -1.8917
O 3.5098 -3.2336 -2.4048
C 4.1311 -4.1363 -1.4690
H 2.9338 -5.0192 0.2080
H 3.8751 -3.5348 0.6142
H 1.8776 -2.4909 0.3174
H 1.2714 -3.8222 -0.4998
H 2.8511 -1.4486 -1.6259
H 1.5900 -2.3861 -2.5488
H 5.1338 -3.8587 -1.1441
H 4.1255 -5.1759 -1.7965